The following is a quantum chemistry calculation of C16H14BrN4OPt as an isolated structure in a non-equilibrium geometry, from the Open Molecules 2025 dataset.

CARTESIAN COORDINATES (ANGSTROEM)
Pt 0.12 0.11 0.20
Br 2.33 1.63 -6.60
C 1.37 1.36 -4.99
C 0.27 2.19 -4.69
C -0.38 2.04 -3.50
C 0.02 1.09 -2.54
O -0.59 1.08 -1.40
C 1.06 0.16 -2.92
C 1.40 -0.96 -2.14
N 0.93 -1.24 -0.95
C 1.30 -2.40 -0.26
C 1.70 -3.59 -0.82
C 2.14 -4.64 -0.01
C 2.22 -4.50 1.36
C 1.81 -3.30 1.97
C 1.90 -3.04 3.35
C 1.47 -1.83 3.84
C 0.91 -0.89 2.97
N 0.82 -1.09 1.67
C 1.29 -2.27 1.15
C 1.73 0.35 -4.15
H -0.04 2.94 -5.40
H -1.22 2.68 -3.24
H 2.12 -1.65 -2.57
H 1.65 -3.72 -1.89
H 2.44 -5.58 -0.46
H 2.58 -5.31 1.97
H 2.33 -3.79 4.00
H 1.54 -1.60 4.89
H 0.53 0.04 3.36
H 2.54 -0.31 -4.42
N -1.32 2.69 0.72
N -0.73 1.62 1.45
H -1.76 3.35 1.35
H -2.01 2.32 0.08
H -1.36 1.21 2.13
H 0.05 2.03 1.95

Summary:
net charge = +1
LUMO level = -4.064 eV

The following is a quantum chemistry calculation of C16H14BrN7O4V as an isolated structure, from the Open Molecules 2025 dataset.

CARTESIAN COORDINATES (ANGSTROEM)
V 0.32 0.11 0.03
N 1.72 -3.14 0.21
N 2.58 -2.50 1.13
C 2.57 -1.10 1.19
O 2.91 -0.57 2.24
O 2.24 -0.49 0.09
H 0.87 -3.43 0.67
H 2.19 -3.95 -0.17
H 2.63 -2.91 2.05
Br 1.94 3.08 0.40
C 1.25 2.33 1.99
C 1.50 2.91 3.22
C 0.93 2.29 4.33
C 0.15 1.16 4.17
C -0.02 0.66 2.90
N 0.53 1.24 1.82
C -0.87 -0.57 2.60
O -1.59 -1.01 3.47
O -0.77 -1.00 1.38
H 2.11 3.79 3.30
H 1.10 2.71 5.32
H -0.32 0.65 5.00
N 2.95 -0.48 -5.78
C 2.09 -0.69 -5.04
C 1.01 -0.95 -4.14
C -0.16 -1.55 -4.60
C -1.18 -1.79 -3.70
C -1.01 -1.40 -2.38
N 0.11 -0.82 -1.94
C 1.11 -0.62 -2.80
H -0.26 -1.82 -5.64
H -2.10 -2.26 -4.01
H -1.79 -1.56 -1.64
H 2.02 -0.21 -2.38
N -2.73 0.54 0.25
C -3.84 1.25 0.02
C -3.49 2.32 -0.77
C -2.11 2.15 -0.98
N -1.66 1.08 -0.36
H -2.58 -0.29 0.82
H -4.79 0.96 0.45
H -4.12 3.10 -1.15
H -1.43 2.77 -1.55

Summary:
expectation value of S² = 3.758
multiplicity = 4
net charge = 0
LUMO level (spin up / spin down) = -0.478 / -0.503 eV

The following is a quantum chemistry calculation of C16H14F33HfN6O24S11 as an isolated structure in a non-equilibrium geometry, from the Open Molecules 2025 dataset.

CARTESIAN COORDINATES (ANGSTROEM)
Hf 2.07 -2.10 -3.55
C -0.72 -0.12 -0.72
F -1.02 0.99 -1.39
F 0.38 0.06 -0.02
F -1.69 -0.54 0.02
S -0.43 -1.40 -2.05
O -1.68 -1.96 -2.37
O 0.35 -0.71 -3.14
O 0.68 -2.29 -1.60
C 1.92 1.93 2.97
N 0.77 2.84 3.20
C 0.26 3.56 1.99
C -0.41 2.10 3.76
C 1.12 3.88 4.22
C 1.99 5.02 3.78
O 3.27 4.56 3.25
H 1.65 1.12 2.32
H 2.24 1.56 3.94
H 2.68 2.55 2.51
H -0.37 4.36 2.37
H -0.31 2.88 1.38
H 1.13 3.87 1.41
H -1.30 2.73 3.69
H -0.23 1.82 4.79
H -0.64 1.28 3.08
H 1.62 3.34 5.03
H 0.19 4.25 4.66
H 2.25 5.64 4.64
H 1.46 5.66 3.07
H 3.52 5.19 2.56
C 2.13 -3.57 0.74
F 2.79 -4.38 1.53
F 1.36 -4.23 -0.11
F 1.37 -2.75 1.45
S 3.33 -2.41 -0.19
O 2.73 -1.12 -0.13
O 4.58 -2.59 0.46
N 3.35 -2.86 -1.86
S 4.14 -4.27 -1.93
O 3.77 -5.24 -0.95
O 3.96 -4.74 -3.27
C 5.98 -3.99 -1.73
F 6.27 -2.73 -1.61
F 6.39 -4.67 -0.68
F 6.58 -4.51 -2.79
C -4.67 -1.58 1.30
F -5.89 -1.98 0.99
F -3.90 -1.78 0.21
F -4.64 -0.29 1.60
S -3.84 -2.59 2.64
O -3.33 -3.75 1.98
O -2.78 -1.74 3.12
N -5.06 -2.69 3.70
S -5.20 -4.22 4.12
O -5.69 -5.10 3.09
O -4.10 -4.73 4.89
C -6.62 -4.16 5.31
F -7.69 -3.58 4.75
F -6.96 -5.41 5.64
F -6.33 -3.49 6.42
C -1.07 -5.16 -2.53
F -1.13 -6.48 -2.60
F -2.24 -4.64 -2.74
F -0.55 -4.74 -1.42
S 0.15 -4.73 -3.96
O 1.52 -4.57 -3.45
O 0.07 -5.70 -4.99
N 0.08 -3.05 -4.44
S -1.14 -3.02 -5.57
O -0.71 -3.54 -6.81
O -2.33 -3.56 -5.03
C -1.55 -1.24 -5.91
F -2.73 -1.22 -6.48
F -1.63 -0.53 -4.79
F -0.64 -0.69 -6.72
C 1.53 1.98 -4.68
F 1.27 3.26 -4.54
F 0.39 1.31 -4.69
F 2.20 1.71 -5.79
S 2.54 1.48 -3.18
O 3.62 2.41 -3.12
O 1.67 1.38 -2.07
N 3.09 -0.11 -3.53
S 4.64 -0.09 -4.11
O 4.85 -1.51 -4.28
O 4.84 0.78 -5.19
C 5.76 0.52 -2.69
F 5.08 0.85 -1.62
F 6.57 -0.48 -2.44
F 6.50 1.52 -3.14
C -1.80 6.97 3.58
F -0.66 6.24 3.48
F -1.86 7.41 4.83
F -1.70 8.00 2.74
S -3.29 5.95 3.17
O -3.28 5.00 4.23
O -4.41 6.82 3.11
N -2.68 5.35 1.74
S -3.51 3.99 1.55
O -3.09 2.84 2.30
O -4.92 4.22 1.54
C -3.12 3.61 -0.22
F -1.80 3.43 -0.46
F -3.74 2.51 -0.57
F -3.57 4.60 -1.01

Summary:
net charge = -1
LUMO level = -1.677 eV

The following is a quantum chemistry calculation of C16H14F6INO5ReSb as an isolated structure, from the Open Molecules 2025 dataset.

CARTESIAN COORDINATES (ANGSTROEM)
Re 0.04 0.46 -0.63
O -3.05 -0.69 1.72
C -2.37 -0.89 0.78
O -1.41 0.05 0.39
C -2.38 -2.03 -0.19
C -2.42 -1.48 -1.64
C -2.81 -2.60 -2.60
C -1.52 -3.45 -2.61
C -0.60 -2.66 -1.68
O -1.02 -1.29 -1.93
C -1.03 -2.84 -0.22
C -0.03 -2.28 0.79
O -0.16 -2.45 1.96
O 0.95 -1.48 0.26
H -3.23 -2.66 0.04
H -2.96 -0.54 -1.77
H -3.02 -2.19 -3.58
H -3.69 -3.14 -2.25
H -1.08 -3.51 -3.60
H -1.67 -4.47 -2.25
H 0.46 -2.76 -1.87
H -1.20 -3.88 0.06
N 2.96 5.36 4.13
C 2.51 4.59 3.41
C 1.94 3.64 2.50
C 2.77 2.78 1.77
C 2.21 1.86 0.90
C 0.83 1.79 0.72
C 0.01 2.67 1.45
C 0.56 3.56 2.34
H 3.84 2.83 1.90
H 2.87 1.20 0.36
H -1.06 2.62 1.35
H -0.08 4.22 2.92
I -1.53 1.69 -3.55
C -0.76 2.11 -1.59
H -1.61 2.51 -1.02
H -0.05 2.92 -1.72
F 1.36 0.35 -1.85
Sb 2.82 -2.41 0.03
F 2.48 -2.33 -1.83
F 3.56 -0.68 -0.09
F 1.77 -3.99 0.08
F 2.99 -2.40 1.89
F 4.43 -3.30 -0.23

Summary:
net charge = 0
LUMO level (spin up / spin down) = -3.016 / -3.013 eV

The following is a quantum chemistry calculation of one molecule with the formula C16H14F6N2O2S in a non-equilibrium geometry, from the Open Molecules 2025 dataset.

CARTESIAN COORDINATES (ANGSTROEM)
C 3.23 1.56 -2.34
C 1.81 0.89 -2.46
C 1.41 0.64 -3.96
C 0.76 1.76 -1.74
O 0.39 2.82 -2.29
N 0.07 1.39 -0.57
C -1.15 2.03 -0.28
C -1.24 2.89 0.81
C -2.48 3.40 1.20
C -3.62 3.11 0.46
C -3.53 2.26 -0.66
C -2.28 1.75 -1.05
C 0.64 0.59 0.46
N 1.90 0.35 0.54
C 2.23 -0.40 1.68
C 1.15 -0.86 2.36
C 1.19 -1.74 3.60
O -0.11 -2.46 3.70
C 1.38 -0.84 4.90
F 0.35 0.05 5.02
F 1.32 -1.65 5.98
F 2.60 -0.22 4.95
C 2.33 -2.81 3.55
F 2.03 -3.81 4.44
F 3.56 -2.35 3.78
F 2.45 -3.38 2.34
S -0.31 -0.23 1.66
H 3.48 1.52 -1.30
H 4.03 1.00 -2.88
H 3.26 2.60 -2.73
H 1.82 -0.09 -1.98
H 1.26 1.59 -4.47
H 0.50 0.05 -4.05
H 2.24 0.14 -4.46
H -0.35 3.10 1.37
H -2.53 3.98 2.12
H -4.62 3.46 0.77
H -4.43 2.06 -1.23
H -2.20 1.13 -1.96
H 3.25 -0.68 1.89
H -0.09 -2.93 4.54

Summary:
net charge = 0
LUMO level = 0.415 eV

The following is a quantum chemistry calculation of C16H14I2N4O2RuS6Sb as an isolated structure in a non-equilibrium geometry, from the Open Molecules 2025 dataset.

CARTESIAN COORDINATES (ANGSTROEM)
Ru 0.61 0.79 0.06
S -2.76 3.43 -2.50
Sb -1.91 1.43 -1.93
S -1.50 1.43 0.51
S 0.49 1.35 -2.18
S -2.81 -0.56 -2.46
N 7.04 -2.54 3.38
C 6.30 -1.92 2.37
C 5.63 -0.71 2.63
C 4.92 -0.08 1.63
C 4.87 -0.64 0.36
C 5.52 -1.84 0.09
C 6.24 -2.46 1.09
S 3.87 0.10 -0.88
O 3.98 1.52 -0.75
O 4.17 -0.53 -2.13
N 2.33 -0.29 -0.39
C 1.80 -1.55 -0.63
N 2.51 -2.61 -1.03
C 1.80 -3.71 -1.29
C 0.42 -3.78 -1.15
C -0.20 -2.65 -0.67
N 0.48 -1.56 -0.38
H 6.78 -2.31 4.32
H 7.23 -3.52 3.24
H 5.66 -0.29 3.63
H 4.41 0.86 1.83
H 5.45 -2.27 -0.90
H 6.76 -3.40 0.89
H 2.37 -4.57 -1.62
H -0.13 -4.68 -1.39
H -1.27 -2.60 -0.50
S 1.89 2.35 1.50
C 0.76 3.69 1.85
C 0.13 4.35 0.79
C -0.71 5.43 1.06
C -0.92 5.84 2.37
C -0.29 5.19 3.42
C 0.56 4.12 3.16
H 0.29 4.02 -0.22
H -1.22 5.91 0.23
H -1.59 6.67 2.57
H -0.45 5.52 4.44
H 1.05 3.59 3.97
I 1.02 0.30 2.78
I 0.22 -2.09 4.33

Summary:
expectation value of S² = 6.035
multiplicity = 5
net charge = -1
LUMO level (spin up / spin down) = 1.084 / -0.018 eV

The following is a quantum chemistry calculation of C16H14N6O4SV as an isolated structure in a non-equilibrium geometry, from the Open Molecules 2025 dataset.

CARTESIAN COORDINATES (ANGSTROEM)
V -1.24 -0.27 -0.42
O -2.26 0.04 1.15
N -2.29 1.23 1.62
N -1.64 2.04 0.88
O -1.07 1.63 -0.26
C -1.59 3.44 1.21
C -1.33 4.33 0.18
C -1.29 5.69 0.48
C -1.50 6.14 1.77
C -1.73 5.22 2.79
C -1.78 3.86 2.51
H -1.16 3.96 -0.81
H -1.09 6.40 -0.32
H -1.47 7.20 1.99
H -1.87 5.56 3.81
H -1.95 3.14 3.29
N 5.99 -1.91 0.56
C 4.75 -1.85 -0.03
C 4.02 -0.65 -0.03
C 2.75 -0.61 -0.57
C 2.21 -1.75 -1.14
C 2.92 -2.95 -1.16
C 4.18 -2.99 -0.61
S 0.56 -1.74 -1.68
O 0.40 -2.64 -2.78
O 0.21 -0.31 -1.94
N -0.27 -2.16 -0.36
C -1.54 -2.73 -0.65
N -2.47 -1.77 -0.87
C -3.72 -2.14 -1.11
C -4.05 -3.48 -1.16
C -3.03 -4.38 -0.93
N -1.77 -4.03 -0.67
H 6.46 -1.06 0.82
H 6.56 -2.71 0.42
H 4.46 0.24 0.41
H 2.19 0.32 -0.57
H 2.47 -3.83 -1.60
H 4.74 -3.92 -0.62
H -4.45 -1.35 -1.25
H -5.06 -3.80 -1.36
H -3.23 -5.45 -0.97

Summary:
expectation value of S² = 3.766
multiplicity = 4
net charge = 0
LUMO level (spin up / spin down) = 0.402 / 0.228 eV

The following is a quantum chemistry calculation of C16H14NOPtS6 as an isolated structure, from the Open Molecules 2025 dataset.

CARTESIAN COORDINATES (ANGSTROEM)
Pt -0.01 0.06 -0.32
S 2.33 -0.08 -0.50
S 3.35 1.46 0.26
S 1.26 3.44 -0.22
S -0.30 2.27 0.03
S -4.15 -1.65 -0.26
C -4.34 0.06 -0.19
C -3.16 0.72 -0.23
C -2.02 -0.15 -0.33
C -2.44 -1.46 -0.35
C -1.46 -2.51 -0.40
C -1.72 -3.87 -0.33
C -0.68 -4.77 -0.38
C 0.62 -4.30 -0.51
C 0.82 -2.93 -0.56
N -0.18 -2.05 -0.50
H -5.33 0.48 -0.12
H -3.08 1.80 -0.20
H -2.74 -4.21 -0.23
H -0.87 -5.83 -0.31
H 1.47 -4.96 -0.55
H 1.81 -2.51 -0.65
C 0.29 0.24 4.68
S -0.11 -0.18 2.96
O -1.48 -0.75 3.02
C 1.01 -1.58 2.86
C 2.36 -1.37 2.62
C 3.20 -2.47 2.53
C 2.69 -3.75 2.67
C 1.34 -3.95 2.90
C 0.48 -2.86 2.99
H 0.33 -0.67 5.28
H -0.53 0.88 5.01
H 1.23 0.78 4.71
H 2.74 -0.37 2.47
H 4.25 -2.32 2.32
H 3.36 -4.61 2.59
H 0.94 -4.95 2.99
H -0.59 -2.97 3.14

Summary:
expectation value of S² = 2.012
multiplicity = 3
net charge = -1
LUMO level (spin up / spin down) = 2.507 / 2.302 eV

The following is a quantum chemistry calculation of C16H15BF4N5Pt as an isolated structure in a non-equilibrium geometry, from the Open Molecules 2025 dataset.

CARTESIAN COORDINATES (ANGSTROEM)
Pt -0.17 -1.34 -1.32
C 2.85 -1.77 0.01
N 2.37 -1.30 -1.29
C 2.86 0.01 -1.74
C 1.76 1.03 -1.70
N 0.49 0.68 -1.64
C -0.26 1.83 -1.57
C -1.63 2.01 -1.47
C -2.08 3.31 -1.43
C -1.20 4.40 -1.50
C 0.17 4.24 -1.60
C 0.63 2.93 -1.63
N 1.89 2.38 -1.70
C 1.76 -1.72 1.03
N 0.49 -1.64 0.68
C -0.26 -1.56 1.83
C -1.63 -1.45 2.00
C -2.08 -1.40 3.30
C -1.21 -1.47 4.39
C 0.16 -1.59 4.23
C 0.63 -1.62 2.92
N 1.89 -1.72 2.37
H 3.70 -1.17 0.37
H 3.20 -2.81 -0.09
H 2.56 -2.00 -2.01
H 3.23 -0.07 -2.76
H 3.68 0.37 -1.11
H -2.29 1.17 -1.43
H -3.14 3.49 -1.35
H -1.61 5.40 -1.48
H 0.84 5.08 -1.65
H 2.75 2.91 -1.76
H -2.29 -1.41 1.15
H -3.14 -1.31 3.48
H -1.62 -1.45 5.38
H 0.84 -1.64 5.07
H 2.74 -1.78 2.90
F -3.55 -2.17 -0.46
B -3.55 -1.78 -1.75
F -3.60 -0.45 -1.89
F -4.26 -2.50 -2.60
F -1.93 -2.08 -2.17

Summary:
expectation value of S² = 2.005
multiplicity = 3
net charge = +1
LUMO level (spin up / spin down) = -3.066 / -4.903 eV

The following is a quantum chemistry calculation of one molecule with the formula C16H15F2N3O2S in a non-equilibrium geometry, from the Open Molecules 2025 dataset.

CARTESIAN COORDINATES (ANGSTROEM)
C 3.00 1.17 -1.10
O 2.45 2.27 -0.41
C 1.11 2.34 -0.29
C 0.21 1.42 -0.80
C -1.16 1.58 -0.61
C -2.09 0.51 -1.15
N -1.94 -0.73 -0.41
C -2.46 -0.73 0.94
C -1.21 -1.74 -0.93
N -0.53 -1.46 -2.05
C 0.25 -2.38 -2.59
N 0.47 -3.59 -2.13
C -0.23 -3.91 -1.05
S -0.16 -5.48 -0.33
C -1.35 -5.01 0.83
C -1.77 -3.73 0.70
C -1.12 -3.05 -0.38
C -1.64 2.67 0.08
C -0.76 3.61 0.60
C 0.60 3.44 0.42
O 1.51 4.39 0.92
C 1.84 4.26 2.20
F 0.79 4.44 3.05
F 2.30 3.02 2.52
H 2.67 1.15 -2.15
H 4.08 1.32 -1.07
H 2.75 0.22 -0.62
H 0.54 0.55 -1.35
H -3.13 0.83 -1.07
H -1.85 0.30 -2.19
H -2.54 0.30 1.28
H -1.78 -1.26 1.61
H -3.45 -1.19 0.98
H 0.77 -2.09 -3.49
H -1.68 -5.73 1.55
H -2.53 -3.31 1.33
H -2.70 2.81 0.22
H -1.11 4.46 1.15
H 2.62 5.00 2.47

Summary:
net charge = 0
LUMO level = 0.649 eV